# 1
15
Properties=species:S:1:pos:R:3:forces:R:3:nbo_charge:R:1 method="wB97M-V/def2-TZVPD" e_homo_ev=-9.07 e_lumo_ev=-0.6 relative_energy_kcal_mol=105.5 homo_lumo_gap_ev=8.47
C 1.717 0.149 -0.967 -2.7 -2.0 -2.0 -0.47
C 0.920 -0.717 -0.062 -1.6 0.1 -0.7 0.60
N -0.445 -0.272 0.153 1.4 0.4 1.5 -0.48
C -0.847 -0.534 1.558 -0.4 -0.6 -1.8 -0.43
C -0.947 0.968 -0.411 -0.6 -0.4 -0.1 -0.43
O 1.225 -1.822 0.326 0.8 0.3 0.3 -0.60
H 0.361 -0.603 -2.008 2.9 1.9 1.3 0.14
H 1.647 1.225 -0.860 -0.2 -0.1 -0.4 0.22
H 2.568 -0.264 -1.488 0.1 -0.1 0.4 0.23
H -0.320 -1.461 1.753 -0.1 0.0 0.8 0.24
H -1.919 -0.739 1.502 0.0 0.2 0.6 0.20
H -0.595 0.288 2.228 0.0 0.0 0.1 0.18
H -2.053 0.916 -0.386 0.5 0.0 -0.1 0.21
H -0.692 1.904 0.117 0.3 -0.3 -0.1 0.18
H -0.620 0.963 -1.455 -0.3 0.6 0.2 0.22

# 2
19
Properties=species:S:1:pos:R:3:forces:R:3:nbo_charge:R:1 method="wB97M-V/def2-TZVPD" e_homo_ev=-14.89 charge=+1 e_lumo_ev=-3.2 relative_energy_kcal_mol=4.5 homo_lumo_gap_ev=11.70
Na -0.468 -0.144 -0.486 0.1 0.3 0.3 0.95
O -1.270 2.156 0.360 0.3 -0.3 0.1 -0.99
H -0.358 2.215 0.707 -0.3 0.1 0.0 0.50
H -1.840 2.467 1.073 0.1 0.0 -0.1 0.49
O -2.682 -0.967 -0.493 0.0 0.2 -0.3 -0.97
H -3.287 -0.319 -0.104 0.1 -0.2 -0.1 0.49
H -3.100 -1.236 -1.322 0.0 0.0 0.2 0.49
O -0.495 -1.503 1.786 0.2 0.0 -0.1 -0.97
H -0.598 -1.259 2.715 0.0 0.0 -0.1 0.49
H -0.234 -2.432 1.801 -0.1 0.1 0.1 0.49
O 2.232 -1.265 -0.178 -0.2 -0.1 -0.1 -0.96
H 1.822 -2.134 -0.081 0.2 0.0 0.0 0.48
H 3.131 -1.454 -0.478 -0.1 0.0 0.0 0.49
O 0.571 0.556 -2.475 -0.1 0.0 -0.1 -0.98
H 0.129 1.149 -3.097 0.1 -0.1 0.1 0.50
H 1.359 0.246 -2.938 -0.1 0.0 0.1 0.50
O 1.341 1.471 1.034 0.1 -0.2 0.0 -0.98
H 1.588 0.711 1.580 0.0 0.1 -0.1 0.50
H 2.159 1.742 0.599 -0.1 0.0 0.0 0.50

# 3
18
Properties=species:S:1:pos:R:3:forces:R:3:nbo_charge:R:1 method="wB97M-V/def2-TZVPD" e_homo_ev="0.91 / -5.36" charge=-1 spin_multiplicity=2 e_lumo_ev="3.1 / 3.1" relative_energy_kcal_mol=12.9 homo_lumo_gap_ev="2.24 / 8.51"
C -0.413 1.568 0.549 -0.5 -2.3 -0.5 -0.93
S -2.219 1.531 0.617 -0.7 -0.3 0.5 -0.47
H 0.004 2.425 0.995 0.5 1.1 0.5 0.19
H -0.086 0.650 1.121 -0.3 1.1 -0.7 0.21
H -0.129 1.417 -0.493 0.3 0.3 0.3 0.22
H -2.621 2.833 0.482 0.5 0.0 -0.1 0.01
H -0.362 -1.884 -1.019 -1.3 0.6 0.0 0.49
H 0.695 -2.576 -1.849 -0.1 0.3 0.8 0.45
O 0.519 -2.223 -0.954 1.2 -0.8 -0.7 -0.99
H 1.685 -1.786 0.975 -0.7 -1.2 -2.0 0.48
H 1.294 -1.098 2.222 1.9 -0.1 -1.1 0.45
O 2.100 -1.272 1.629 -1.2 1.1 3.1 -0.95
H 3.031 0.655 -0.784 -0.8 0.9 0.7 0.47
H 2.447 2.052 -0.247 0.1 -1.1 -0.3 0.45
O 2.290 1.079 -0.285 0.9 0.4 -0.5 -0.99
H -3.072 -1.834 -0.709 1.1 1.7 -1.2 0.45
H -2.573 -0.344 -0.917 -0.2 1.2 0.9 0.49
O -2.590 -1.194 -1.332 -0.7 -3.0 0.3 -1.02

# 4
23
Properties=species:S:1:pos:R:3:forces:R:3:nbo_charge:R:1 method="wB97M-V/def2-TZVPD" e_homo_ev=-8.90 e_lumo_ev=-2.3 relative_energy_kcal_mol=99.0 homo_lumo_gap_ev=6.64
C 0.906 -2.716 0.036 0.5 -0.5 -1.3 -0.23
C 2.273 -2.001 0.023 -0.2 -0.3 1.2 -0.55
S 3.498 -2.776 -1.063 -0.4 0.6 -0.7 -0.04
N 0.023 -2.077 0.985 -0.4 1.2 -0.2 -0.87
H 1.026 -3.809 0.253 0.0 0.9 0.0 0.20
H 0.501 -2.671 -1.013 0.3 -0.1 0.6 0.16
H 2.646 -1.966 1.077 0.0 -0.4 -0.8 0.23
H 2.148 -0.952 -0.224 0.1 -0.1 -0.3 0.23
H 3.019 -2.205 -2.227 0.4 -0.5 0.8 0.13
H -0.097 -1.063 0.693 -0.2 -2.2 0.7 0.37
H 1.025 0.364 0.879 -1.7 -0.2 -2.6 0.07
H -0.878 -2.548 0.930 0.0 0.3 0.3 0.36
C -2.771 2.269 0.190 0.4 -0.4 -1.1 -0.62
C -1.277 2.489 0.590 -1.0 -1.6 -1.5 -0.41
C -0.340 2.121 -0.591 0.7 -0.1 1.0 -0.52
S -0.194 0.332 -1.047 1.9 1.6 3.3 0.02
H -3.107 3.111 -0.479 0.1 -0.7 0.9 0.21
H -3.431 2.127 1.053 0.1 0.3 -0.3 0.22
H -2.872 1.344 -0.455 0.2 0.8 0.8 0.21
H -1.122 3.509 0.780 0.2 1.6 0.3 0.21
H -1.018 1.968 1.512 0.1 -0.3 -0.2 0.21
H 0.652 2.571 -0.395 -0.3 -0.7 -0.1 0.22
H -0.607 2.578 -1.507 -0.9 0.7 -0.9 0.21

# 5
43
Properties=species:S:1:pos:R:3:forces:R:3:nbo_charge:R:1 method="wB97M-V/def2-TZVPD" e_homo_ev=-5.31 e_lumo_ev=-2.3 homo_lumo_gap_ev=3.00
Cl 6.798 0.951 -3.602 1.1 0.0 0.1 -0.04
C 5.092 0.972 -3.632 -1.6 0.1 0.1 -0.15
C 4.369 -0.234 -3.650 0.4 0.6 -0.2 -0.22
C 2.992 -0.225 -3.676 -0.6 0.8 0.4 -0.34
C 2.237 1.017 -3.542 1.8 0.0 -0.2 0.39
O 1.010 1.047 -3.276 -1.4 0.1 0.1 -0.80
C 3.030 2.230 -3.682 -0.6 -0.8 0.4 -0.34
C 4.406 2.199 -3.652 0.4 -0.6 -0.2 -0.22
H 4.916 -1.171 -3.640 0.0 0.0 -0.1 0.21
H 2.432 -1.156 -3.691 0.0 0.1 0.1 0.20
H 2.493 3.174 -3.701 0.1 0.0 0.1 0.19
H 4.974 3.123 -3.641 0.0 -0.1 -0.1 0.21
C -0.280 -4.169 5.669 0.3 0.3 -0.3 -0.26
O 0.686 -3.409 4.902 -0.7 0.2 -0.3 -0.48
C 0.222 -2.566 3.942 -0.3 0.1 -0.1 0.37
C 1.187 -1.837 3.204 -0.3 -0.3 0.3 -0.25
C 0.787 -0.962 2.218 -0.5 0.2 -0.2 -0.14
C -0.584 -0.766 1.916 0.2 -0.8 0.9 -0.12
C -0.988 0.137 0.875 -1.0 0.1 -0.2 0.45
O -2.335 0.223 0.743 1.0 0.5 -0.6 -0.42
C -2.887 1.038 -0.218 0.2 -0.3 0.1 0.41
C -2.070 1.786 -1.096 -1.4 -0.1 0.3 -0.18
C -2.742 2.626 -2.026 0.0 -0.3 0.0 -0.12
C -4.126 2.626 -2.097 0.3 0.1 -0.1 -0.22
C -4.896 1.825 -1.235 0.3 -0.2 0.3 -0.15
C -4.277 1.032 -0.277 -0.2 0.2 -0.3 -0.27
C -0.679 1.648 -0.966 0.8 0.2 0.2 0.04
C -0.147 0.856 0.036 -0.2 0.2 -0.1 -0.30
C -1.538 -1.501 2.659 0.2 0.1 -0.1 -0.13
C -1.156 -2.387 3.651 0.6 -0.2 0.3 -0.32
H 0.319 -4.759 6.363 -0.1 0.1 -0.1 0.21
H -0.955 -3.505 6.226 0.2 -0.1 -0.1 0.19
H -0.866 -4.834 5.019 0.2 0.2 0.1 0.19
H 2.241 -1.977 3.427 -0.2 0.0 0.0 0.24
H 1.521 -0.398 1.647 0.0 -0.3 0.3 0.23
H -2.132 3.245 -2.684 -0.2 -0.2 0.1 0.24
H -4.629 3.247 -2.840 0.2 -0.1 0.2 0.23
H -5.983 1.817 -1.311 0.3 0.1 0.0 0.23
H -4.836 0.401 0.410 0.1 0.2 -0.2 0.24
H -0.018 2.183 -1.639 0.1 -0.2 -0.2 0.30
H 0.923 0.792 0.191 -0.2 0.0 -0.3 0.25
H -2.602 -1.387 2.461 0.3 0.0 0.0 0.23
H -1.909 -2.949 4.214 0.3 0.3 -0.3 0.23